This record from the OMol25 dataset describes a structure of composition C20H27AsF6MoN5O6P2. The level of theory is wB97M-V/def2-TZVPD.

The geometry in XYZ format:
```
68
Properties=species:S:1:pos:R:3
Mo -1.0799 -0.3853 0.4071
C -2.7250 1.0352 3.6591
P -1.1483 1.1196 2.7423
C -0.6142 2.8253 3.1251
C -0.0186 0.1664 3.8566
C 1.2877 -0.1381 3.1142
P 0.9067 -1.1506 1.6315
C 2.5113 -1.2398 0.7810
C 0.6468 -2.8016 2.3538
H -2.6093 1.4558 4.6607
H -3.0611 0.0019 3.7302
H -3.4860 1.6020 3.1201
H -0.6176 2.9898 4.2057
H -1.2776 3.5254 2.6248
H 0.3869 3.0034 2.7295
H -0.5306 -0.7598 4.1335
H 0.1630 0.7312 4.7752
H 2.0221 -0.6468 3.7456
H 1.7411 0.7901 2.7515
H 3.2729 -1.7008 1.4128
H 2.8230 -0.2260 0.5311
H 2.4144 -1.7940 -0.1509
H 1.4107 -3.0469 3.0948
H 0.6516 -3.5409 1.5536
H -0.3462 -2.8236 2.8042
O -4.4227 -1.8954 2.2389
C -3.5952 -1.3035 1.5814
O -2.3049 -1.4914 1.6615
C -4.0011 -0.1535 0.5998
O -5.1571 0.2032 0.5034
O -3.0023 0.3518 -0.0564
N 2.4168 1.1287 -1.4841
C 1.2641 1.3431 -0.8455
N 1.1505 2.4298 -0.0396
O 0.3374 0.5033 -0.9621
H 3.1131 1.8531 -1.5041
H 2.6391 0.2852 -2.0002
H 1.8019 3.1831 -0.2101
H 0.1750 2.7683 0.0670
F 2.9826 -1.1059 -3.2636
As 4.5671 -0.8699 -3.9737
F 3.9615 0.4784 -4.8874
F 4.9339 0.2213 -2.6469
F 6.1549 -0.6028 -4.6283
F 5.1743 -2.1952 -3.0349
F 4.1781 -1.9447 -5.2735
C -0.8605 -1.9392 -0.7156
C -0.5346 -2.9205 -1.6013
C 0.6365 -3.7457 -1.4939
C 0.9252 -4.6937 -2.4429
C 0.0808 -4.8988 -3.5378
C -1.0763 -4.1170 -3.6648
C -1.3875 -3.1573 -2.7375
H 1.3119 -3.5914 -0.6638
H 1.8325 -5.2783 -2.3509
H 0.3316 -5.6322 -4.2923
H -1.7258 -4.2701 -4.5195
H -2.2734 -2.5421 -2.8381
N -3.4427 3.2684 -0.7238
C -2.2118 3.7364 -0.3974
O -1.4830 3.0421 0.3446
C -1.7848 5.0233 -0.8690
C -2.6074 5.8210 -1.6855
N -3.3299 6.4586 -2.3289
C -0.4882 5.4460 -0.5113
N 0.5797 5.7902 -0.2233
H -3.9796 3.7387 -1.4316
H -3.6036 2.2827 -0.5503
```

The value obtained for the molecular weight is 780.26 g/mol. Its orbital gap (alpha / beta) is 0.209 / 0.247 hartree. The energy above the lowest of the compared OMol25 structures with the same formula, charge and spin comes out at 29.0 kcal per mole. For the largest force on an atom, the calculation gives 0.71 eV/Å. The total charge is -2. The multiplicity is 4. The calculation puts the HOMO energy (alpha / beta) at -1.641 / -3.262 eV.


This record from the OMol25 dataset describes a structure of composition C10H17N21Sn. The level of theory is wB97M-V/def2-TZVPD.

The geometry in XYZ format:
```
49
Properties=species:S:1:pos:R:3
Sn -0.2632 0.0756 0.2239
C -0.5001 -1.6533 -2.1278
C 0.1977 -0.4436 -2.7888
N 0.7636 0.5088 -1.8002
C 2.2434 0.5681 -1.7710
C 2.8393 0.4502 -0.3638
N 2.0502 -0.4342 0.4993
C 2.2459 -1.8821 0.3605
C 1.4522 -2.4253 -0.8219
N 0.0707 -1.9244 -0.7954
H -1.5603 -1.4494 -1.9792
H -0.4159 -2.5279 -2.7757
H 0.9938 -0.7776 -3.4525
H -0.5333 0.0852 -3.3981
H 0.3737 1.4396 -1.9913
H 2.6309 -0.2255 -2.4074
H 2.5720 1.5145 -2.1992
H 3.8739 0.1046 -0.4450
H 2.8466 1.4305 0.1060
H 2.1920 -0.1744 1.4684
H 3.3026 -2.1343 0.2399
H 1.8780 -2.3401 1.2796
H 1.9098 -2.1355 -1.7664
H 1.4553 -3.5154 -0.7878
H -0.5545 -2.5526 -0.2703
N -3.7814 0.6782 0.3672
C -3.3935 -0.6207 0.6312
N -4.1920 -1.6141 0.9560
N -3.3808 -2.6856 1.0453
N -2.1669 -2.3620 0.7989
N -2.1276 -1.0296 0.5346
C -3.0825 1.3812 -0.5948
N -3.5900 2.3194 -1.3622
N -2.5665 2.7098 -2.1475
N -1.5039 2.0575 -1.8723
N -1.7866 1.1789 -0.8696
H -4.7769 0.8428 0.3765
N -0.0362 2.0069 3.2115
C 0.3776 2.6110 2.0448
N 0.8187 3.8439 1.9429
N 1.1233 3.9944 0.6361
N 0.8805 2.9269 -0.0226
N 0.3897 2.0028 0.8502
C 0.0399 0.6356 3.3514
N 0.2383 -0.0022 4.4818
N 0.2779 -1.3074 4.1394
N 0.1156 -1.4612 2.8793
N -0.0553 -0.2273 2.3313
H 0.1140 2.5394 4.0548
```

The value obtained for the molecular weight is 550.10 g/mol. Its orbital gap is 0.326 hartree. The energy above the lowest of the compared OMol25 structures with the same formula, charge and spin comes out at 0.0 kcal per mole. For the largest force on an atom, the calculation gives 0.10 eV/Å. The total charge is 0. The calculation puts the HOMO energy at -9.163 eV.


This record from the OMol25 dataset describes the molecule C5H7NS. The level of theory is wB97M-V/def2-TZVPD.

The geometry in XYZ format:
```
14
Properties=species:S:1:pos:R:3
C -0.1605 0.0238 -1.6086
C -0.6539 -0.9244 -0.4571
C -0.5890 -0.3902 1.0291
C 0.8722 -0.5462 1.4523
C 0.0831 2.3599 -0.9694
N 0.2370 1.2033 -1.3943
S 1.7966 0.3943 2.4298
H -0.3040 -0.4198 -2.5971
H -1.7456 -0.9481 -0.7749
H -0.1986 -1.9319 -0.5274
H -0.8233 0.7217 1.1596
H -1.0886 -0.9487 1.8450
H 1.4729 -1.3620 0.9340
H 1.1017 2.7684 -0.5210
```

The value obtained for the molecular weight is 113.18 g/mol. Its orbital gap is 0.295 hartree. The energy above the lowest of the compared OMol25 structures with the same formula, charge and spin comes out at 93.6 kcal per mole. For the largest force on an atom, the calculation gives 3.00 eV/Å. The total charge is 0. The calculation puts the HOMO energy at -8.280 eV.


This record from the OMol25 dataset describes a cluster of 6 separate species, C26H65ClN5O10Si in total. The level of theory is wB97M-V/def2-TZVPD.

The geometry in XYZ format:
```
108
Properties=species:S:1:pos:R:3
C 3.8599 -3.5412 -0.3201
C 3.3660 -2.2865 0.4034
N 2.9110 -1.2009 -0.5220
C 1.6295 -0.7914 -0.4411
N 1.2166 0.4817 -0.3363
N -0.0878 0.4708 -0.3029
N -0.5455 -0.7406 -0.3766
Si -2.3968 -1.0648 -0.2571
C -2.8925 -2.5588 -1.2163
C -2.6791 -1.3342 1.5604
C -3.2535 0.4562 -0.8236
N 0.5345 -1.5635 -0.4837
Cl 0.4135 -3.2183 -0.6398
H 3.2156 -4.3963 -0.1280
H 3.8925 -3.3675 -1.3940
H 4.8646 -3.7987 0.0040
H 2.5460 -2.5386 1.0747
H 4.1618 -1.8498 1.0005
H 3.4563 -0.3629 -0.3421
H -3.9806 -2.5913 -1.1132
H -2.6729 -2.5230 -2.2855
H -2.4997 -3.4850 -0.8008
H -2.7125 -0.3709 2.0715
H -3.6103 -1.8726 1.7232
H -1.8582 -1.8933 2.0135
H -3.3440 0.5482 -1.9050
H -2.8194 1.3763 -0.4307
H -4.2659 0.3880 -0.4167
C 1.4331 -3.5796 -6.4377
O 1.3393 -4.9804 -6.2708
C 2.6001 -5.6259 -6.2188
C 3.0015 -5.9515 -4.7992
O 3.1619 -4.7763 -4.0158
C 2.0399 -4.4715 -3.2240
H 0.4604 -3.1589 -6.1883
H 2.1889 -3.1440 -5.7780
H 1.6730 -3.3208 -7.4738
H 3.3636 -5.0001 -6.6905
H 2.5251 -6.5568 -6.7867
H 3.9575 -6.4792 -4.8041
H 2.2521 -6.6061 -4.3421
H 1.9983 -5.1248 -2.3408
H 1.1048 -4.5680 -3.7843
H 2.1532 -3.4378 -2.8949
C -2.5533 5.1856 0.0090
O -3.4494 4.1474 0.3636
C -3.4020 3.7998 1.7386
C -4.5141 4.4305 2.5453
O -4.3995 5.8396 2.5888
C -5.2599 6.5172 1.6905
H -2.8263 5.5238 -0.9889
H -2.6199 6.0270 0.7018
H -1.5196 4.8210 -0.0111
H -2.4347 4.0739 2.1668
H -3.4972 2.7099 1.8031
H -4.4449 4.0621 3.5735
H -5.4884 4.1334 2.1424
H -6.2923 6.5045 2.0543
H -5.2276 6.0757 0.6914
H -4.9206 7.5497 1.6357
C -0.7667 4.5870 4.2677
O -1.0672 3.2006 4.3223
C 0.0687 2.3629 4.2241
C 0.5420 1.8606 5.5716
O 1.0161 2.9065 6.3925
C 0.0853 3.3438 7.3686
H -1.6583 5.1266 4.5817
H 0.0641 4.8444 4.9270
H -0.5166 4.8826 3.2423
H 0.8878 2.8856 3.7174
H -0.2147 1.5001 3.6096
H 1.3737 1.1657 5.4107
H -0.2652 1.3119 6.0691
H 0.0107 2.6208 8.1871
H -0.9060 3.5005 6.9374
H 0.4552 4.2866 7.7658
C -5.1313 -0.5700 -6.0885
O -3.8102 -0.2521 -6.4899
C -2.9291 0.0216 -5.4234
C -2.0474 -1.1655 -5.0990
O -2.7885 -2.2742 -4.6149
C -3.0428 -3.2694 -5.5997
H -5.6383 -0.9902 -6.9543
H -5.1409 -1.3032 -5.2779
H -5.6676 0.3287 -5.7674
H -3.4874 0.3298 -4.5310
H -2.2904 0.8569 -5.7262
H -1.3384 -0.8728 -4.3142
H -1.4703 -1.4482 -5.9845
H -2.1466 -3.8660 -5.7944
H -3.3886 -2.8229 -6.5331
H -3.8200 -3.9212 -5.2057
C 4.7063 1.4422 2.5406
O 5.1511 0.1193 2.7925
C 6.4487 0.0633 3.3756
C 6.3903 -0.1206 4.8755
O 5.7959 0.9894 5.5204
C 4.4452 0.7938 5.8925
H 3.6328 1.3970 2.3533
H 4.8869 2.0959 3.3954
H 5.2040 1.8632 1.6600
H 7.0097 0.9710 3.1345
H 6.9736 -0.7870 2.9316
H 7.4123 -0.2147 5.2530
H 5.8530 -1.0429 5.1216
H 4.3701 0.1389 6.7668
H 3.8597 0.3638 5.0744
H 4.0368 1.7695 6.1509
```

The value obtained for the molecular weight is 671.37 g/mol. Its orbital gap is 0.274 hartree. For the largest force on an atom, the calculation gives 1.25 eV/Å. The total charge is +1. The calculation puts the HOMO energy at -10.951 eV.


This record from the OMol25 dataset describes a structure of composition C25H41N2NaO5SSi3. The level of theory is wB97M-V/def2-TZVPD.

The geometry in XYZ format:
```
78
Properties=species:S:1:pos:R:3
Na -0.7424 1.0662 0.6258
O -2.0143 3.3758 4.5997
C -1.5565 2.7614 3.4923
O -2.0551 2.9851 2.4086
C -0.3665 1.8862 3.7262
C 0.2087 1.8274 4.9654
C 1.3292 0.9530 5.0907
C 1.7794 0.2532 4.0290
C 1.1283 0.3871 2.7273
N 0.0274 1.2229 2.6304
C 1.5780 -0.3520 1.6774
O 2.7279 -1.1114 1.7964
O 1.0487 -0.3556 0.3814
H -2.7569 3.9227 4.3071
H -0.1743 2.3987 5.7946
H 1.8120 0.8336 6.0534
H 2.6062 -0.4347 4.1309
H 3.4943 -0.5794 1.5424
C 4.0981 -2.5078 -0.1300
Si 2.3060 -3.0169 0.2009
C 2.1011 -3.8307 1.8854
C 2.1280 -4.4831 -0.9883
C 0.9061 -1.7228 -0.2235
Si -0.8232 -2.3441 0.3382
C -1.1111 -4.1721 0.0490
C -2.2183 -1.4665 -0.5746
C -1.1111 -1.9917 2.1534
Si 0.9858 -1.3794 -2.0943
C 2.7199 -1.1627 -2.7589
C 0.1246 -2.6981 -3.1173
C 0.2148 0.2735 -2.6651
C -0.8479 0.3068 -3.5703
C -1.1190 1.4663 -4.2793
C -0.3313 2.5811 -4.0534
C 0.6620 2.4924 -3.0893
N 0.9380 1.3823 -2.4106
H 4.6793 -2.6124 0.7894
H 4.1972 -1.4786 -0.4754
H 4.5550 -3.1507 -0.8847
H 3.0785 -3.8830 2.3706
H 1.7188 -4.8486 1.7865
H 1.4501 -3.2739 2.5575
H 2.8667 -5.2010 -0.6122
H 2.3958 -4.2755 -2.0239
H 1.1613 -4.9844 -0.9656
H -1.0169 -4.4575 -0.9995
H -2.1396 -4.3856 0.3559
H -0.4504 -4.8043 0.6428
H -2.4520 -1.9586 -1.5201
H -2.0660 -0.4088 -0.7961
H -3.1181 -1.5314 0.0452
H -0.3515 -2.4040 2.8152
H -2.0756 -2.4408 2.4125
H -1.1781 -0.9248 2.3808
H 3.3506 -2.0442 -2.6673
H 3.2080 -0.3204 -2.2669
H 2.6329 -0.9120 -3.8204
H 0.5850 -3.6768 -3.0022
H 0.2152 -2.4155 -4.1702
H -0.9360 -2.8038 -2.8940
H -1.4380 -0.5837 -3.7443
H -1.9255 1.4939 -5.0017
H -0.4852 3.5049 -4.5955
H 1.2841 3.3544 -2.8649
O -2.2844 1.7124 -0.5681
S -2.3225 3.0247 -1.2974
C -3.7776 3.9323 -0.6799
C -3.3307 5.3375 -0.2474
C -1.8859 5.5348 -0.7230
C -1.2015 4.1954 -0.5022
H -4.1342 3.3212 0.1496
H -4.5276 3.9341 -1.4682
H -3.3609 5.4007 0.8402
H -3.9942 6.1058 -0.6413
H -1.3763 6.3315 -0.1823
H -1.8640 5.8017 -1.7837
H -1.1671 3.9265 0.5557
H -0.2154 4.1019 -0.9545
```

The value obtained for the molecular weight is 588.93 g/mol. Its orbital gap is 0.203 hartree. The energy above the lowest of the compared OMol25 structures with the same formula, charge and spin comes out at 50.0 kcal per mole. For the largest force on an atom, the calculation gives 0.84 eV/Å. The total charge is 0. The calculation puts the HOMO energy at -5.430 eV.


This record from the OMol25 dataset describes the ion C5H10F2N4O with charge +2. The level of theory is wB97M-V/def2-TZVPD.

The geometry in XYZ format:
```
22
Properties=species:S:1:pos:R:3
C 0.4461 -0.6720 2.4445
C 0.7130 -1.1757 0.0612
C -0.5467 0.6032 -1.0206
C 0.8076 2.1751 -2.1470
C -1.9715 0.2488 -0.6490
N 0.1940 0.5936 2.4868
N 0.4653 0.0082 -0.4749
N 0.8544 -1.4474 1.3911
N 0.8608 -2.2404 -0.7195
O -0.4768 1.5906 -1.8099
F -2.5210 1.1655 0.1432
F -2.1385 -0.9532 0.0836
H 0.2661 -1.1709 3.3730
H 1.5370 1.6002 -1.5764
H 0.7744 3.1604 -1.6366
H 0.7043 2.3101 -3.2103
H -2.6791 0.0930 -1.5487
H -0.1751 0.9470 3.3540
H 0.2992 1.2428 1.7808
H 0.9618 -2.5426 1.6205
H 0.5728 -2.4219 -1.7118
H 1.0518 -3.1146 -0.2337
```

The value obtained for the molecular weight is 180.16 g/mol. Its orbital gap is 0.379 hartree. The energy above the lowest of the compared OMol25 structures with the same formula, charge and spin comes out at 28.2 kcal per mole. The SMILES is CO/C(=N/C(=[NH2+])/[NH+]=C\N)C(F)F. For the largest force on an atom, the calculation gives 4.57 eV/Å. The total charge is +2. The calculation puts the HOMO energy at -19.131 eV.


Q: Which formula does entry 2 have?
A: C10H17N21Sn